{"formula": "C7H28AgN14O7", "method": "wB97M-V/def2-TZVPD", "symbols": ["Ag", "O", "O", "O", "O", "O", "O", "O", "N", "N", "N", "N", "N", "N", "N", "N", "N", "N", "N", "N", "N", "N", "C", "C", "C", "C", "C", "C", "C", "H", "H", "H", "H", "H", "H", "H", "H", "H", "H", "H", "H", "H", "H", "H", "H", "H", "H", "H", "H", "H", "H", "H", "H", "H", "H", "H", "H"], "coordinates": [[0.168, -0.011, -0.230], [3.668, -0.188, 0.060], [0.745, -2.952, 1.223], [-0.633, 0.273, 3.136], [1.174, 3.235, 0.662], [0.503, -2.007, -2.975], [-1.391, 2.289, -2.779], [-3.099, -1.478, 0.003], [-2.967, 3.355, -4.044], [1.165, 4.871, 2.224], [0.872, -4.574, 2.700], [-0.925, 3.906, -4.259], [1.362, 5.401, 0.200], [2.189, -2.966, 2.881], [5.419, 1.002, -0.518], [-4.834, -2.913, 0.356], [-5.081, -0.812, 0.571], [5.707, -1.125, -0.355], [-2.555, 1.172, 3.936], [0.439, -4.195, -3.300], [0.504, -2.980, -4.922], [-1.260, 0.146, 5.250], [-1.429, 0.542, 4.051], [0.510, -2.951, -3.684], [1.337, 4.345, 1.016], [-1.714, 3.168, -3.617], [1.243, -3.487, 2.174], [-4.291, -1.755, 0.237], [4.826, -0.176, -0.325], [2.386, -3.365, 3.787], [-4.438, -3.608, -0.260], [-0.654, -0.616, 5.520], [0.063, 3.696, -4.258], [6.549, -0.905, -0.867], [-6.051, -1.079, 0.479], [-2.841, 1.391, 2.992], [1.433, 5.374, -0.807], [-3.107, 3.931, -4.862], [4.900, 1.862, -0.418], [0.083, -4.454, -2.391], [-4.805, 0.151, 0.438], [0.781, 4.375, 3.015], [1.338, -4.980, 3.499], [0.355, -5.026, -3.867], [0.335, -3.849, -5.407], [-2.135, 0.281, 5.737], [5.618, -2.106, -0.129], [2.506, -2.052, 2.592], [-5.835, -2.831, 0.459], [-1.318, 4.623, -4.852], [-2.993, 1.678, 4.692], [6.404, 0.853, -0.688], [0.331, -5.258, 2.192], [0.418, -2.133, -5.465], [-3.612, 2.687, -3.646], [1.243, 5.875, 2.299], [1.394, 6.350, 0.544]], "atomic_forces_ev_per_a": [[-0.02, -0.85, 0.07], [-1.34, -1.05, -0.08], [-1.03, 1.10, -2.73], [-0.52, 0.62, -0.32], [0.33, -1.85, -0.31], [0.21, 3.79, 2.80], [-0.23, 1.31, -0.64], [-0.18, -0.97, -0.50], [-1.64, -0.38, 0.83], [-0.12, 1.39, 2.97], [-2.89, -7.17, 2.05], [5.08, 3.85, -2.57], [1.17, 3.19, -2.37], [3.80, 2.88, 2.00], [1.25, 1.15, -1.10], [-1.31, -4.31, -0.57], [-4.18, 4.14, 1.05], [2.84, -3.65, -0.85], [-3.75, 2.93, -2.29], [-0.53, -5.80, 4.39], [0.15, 1.71, -9.88], [0.29, -1.41, 5.38], [3.44, -1.55, -3.86], [-0.78, -1.30, 3.16], [-1.12, -1.75, -0.80], [-2.44, -4.83, 2.98], [-0.31, 2.39, -1.36], [6.35, 2.04, -0.40], [-2.71, 2.29, 2.09], [0.42, 0.66, -0.29], [-0.33, -0.36, 0.34], [-0.02, 0.34, -0.23], [-0.23, 0.32, -0.08], [-0.02, -0.51, 0.22], [-0.16, 1.18, 0.26], [-0.04, 0.20, 0.29], [-0.25, -0.74, -0.38], [-0.74, -0.61, 0.27], [0.57, -0.35, -0.20], [0.42, 0.75, 0.27], [-0.14, -0.37, -0.03], [0.08, -0.48, 0.19], [-0.01, 0.16, -0.32], [0.22, 0.69, -0.51], [0.11, 0.60, -0.10], [0.66, -0.81, 1.01], [-0.73, 0.39, -0.08], [0.12, -0.14, 0.48], [0.14, -1.18, -0.17], [0.75, -0.15, -0.07], [0.04, -0.23, -0.25], [-0.12, 1.80, 0.03], [-0.16, 0.48, -0.05], [0.20, -0.15, 0.13], [-0.43, 0.47, -0.56], [-0.08, -0.04, 0.70], [-0.05, 0.18, 0.01]], "orbital_gap_ev": [7.430, 1.443], "spin_multiplicity": 2, "charge": 2, "e_homo_ev": [-13.1277, -13.1276]}

{"formula": "C7H28N14O7Tl", "method": "wB97M-V/def2-TZVPD", "symbols": ["Tl", "O", "O", "O", "O", "O", "O", "O", "N", "N", "N", "N", "N", "N", "N", "N", "N", "N", "N", "N", "N", "N", "C", "C", "C", "C", "C", "C", "C", "H", "H", "H", "H", "H", "H", "H", "H", "H", "H", "H", "H", "H", "H", "H", "H", "H", "H", "H", "H", "H", "H", "H", "H", "H", "H", "H", "H"], "coordinates": [[-4.455, 27.548, 7.137], [-3.203, 30.162, 7.679], [-2.550, 25.288, 7.643], [-5.557, 29.089, 9.364], [-5.984, 30.048, 6.545], [-3.913, 29.163, 4.841], [-6.441, 27.386, 4.974], [-2.341, 27.724, 9.130], [-8.011, 28.126, 3.615], [-1.007, 27.701, 10.838], [-8.459, 26.378, 4.751], [-3.966, 30.838, 3.449], [-6.202, 32.135, 5.825], [-7.679, 30.811, 5.270], [-1.900, 31.110, 6.161], [-4.937, 28.916, 2.906], [-2.090, 23.343, 8.777], [-7.119, 30.290, 10.483], [-0.580, 24.796, 8.596], [-6.443, 28.318, 11.135], [-2.106, 29.554, 10.231], [-3.309, 32.402, 7.173], [-6.554, 30.908, 5.856], [-2.884, 31.157, 7.076], [-6.329, 29.237, 10.260], [-1.809, 24.511, 8.336], [-1.826, 28.291, 10.024], [-7.567, 27.283, 4.467], [-4.282, 29.610, 3.746], [-8.121, 25.675, 5.393], [-1.477, 31.998, 5.930], [-5.773, 27.562, 11.151], [-1.340, 30.282, 6.021], [-9.366, 26.609, 4.372], [-2.543, 30.022, 9.450], [-8.082, 29.904, 5.083], [-7.166, 28.473, 11.823], [-0.092, 25.671, 8.471], [-0.541, 28.212, 11.573], [-7.036, 31.113, 9.903], [-2.967, 22.981, 8.430], [-1.401, 29.946, 10.840], [-7.890, 30.209, 11.130], [-2.755, 33.147, 6.776], [-3.948, 32.550, 7.941], [-7.536, 29.009, 3.496], [-1.425, 22.800, 9.308], [-5.123, 27.952, 3.142], [-5.416, 32.413, 6.395], [-8.963, 28.053, 3.284], [-5.157, 29.454, 2.081], [-0.674, 26.787, 10.566], [-3.560, 31.319, 4.240], [-4.644, 31.160, 2.773], [-6.631, 32.561, 5.016], [-8.334, 31.540, 5.515], [-0.135, 24.157, 9.240]], "atomic_forces_ev_per_a": [[0.35, 1.43, 0.04], [-1.38, -0.91, 1.23], [0.18, -1.49, 0.80], [2.82, 0.50, -3.78], [-0.02, -0.15, -0.78], [0.79, -0.98, 1.55], [0.65, -0.43, 0.18], [-2.73, -4.22, -5.13], [-1.35, 4.23, -3.57], [2.42, -1.76, 2.07], [-0.55, -1.72, 0.89], [-0.02, 1.87, -1.16], [2.06, 4.26, -0.24], [-6.25, -2.07, -3.52], [1.47, 0.13, -1.50], [-1.95, -1.13, -2.76], [-3.04, -3.53, 0.71], [-0.92, 1.87, -0.36], [4.79, 1.50, 1.70], [-1.26, -3.31, 3.89], [0.57, 1.91, 1.52], [-2.24, 1.72, 1.39], [3.25, -3.74, 4.83], [2.54, -1.21, -1.45], [-0.59, 1.27, -0.49], [-1.84, 4.26, -3.04], [-0.05, 2.45, 1.34], [2.44, -0.75, 2.35], [1.87, -1.31, 4.07], [-1.12, -0.28, -0.13], [0.32, -0.48, -0.28], [-0.50, 0.10, 0.17], [-0.30, 0.10, 0.15], [-0.22, -1.44, 0.84], [-0.07, 0.36, 0.07], [-0.02, 0.17, 0.59], [0.59, -0.90, 0.44], [-0.66, -0.06, -0.38], [0.03, -0.35, -0.15], [-0.23, -0.37, 0.08], [0.18, -0.53, 0.52], [-0.58, 1.14, -0.28], [0.25, 0.39, -0.20], [-0.45, 0.06, 0.43], [0.24, 0.59, -0.01], [0.00, -0.33, -0.30], [-0.58, -0.22, -0.34], [-0.38, 0.13, -0.45], [-0.04, 0.48, -0.71], [0.33, 0.28, -0.26], [-0.39, -1.39, -0.55], [-0.08, 0.17, 0.38], [-0.28, 0.66, -0.42], [0.69, 1.59, 0.23], [0.92, 1.32, 0.49], [-0.18, -0.23, -0.43], [0.52, 0.37, -0.30]], "orbital_gap_ev": [10.226, 4.139], "spin_multiplicity": 2, "charge": 2, "e_homo_ev": [-14.3697, -14.0641]}

{"formula": "C7H28N6O9", "method": "wB97M-V/def2-TZVPD", "symbols": ["O", "O", "O", "O", "O", "O", "O", "O", "O", "N", "N", "N", "N", "N", "N", "C", "C", "C", "C", "C", "C", "C", "H", "H", "H", "H", "H", "H", "H", "H", "H", "H", "H", "H", "H", "H", "H", "H", "H", "H", "H", "H", "H", "H", "H", "H", "H", "H", "H", "H"], "coordinates": [[0.496, 2.762, 4.565], [-5.369, 5.178, -0.482], [1.302, 3.139, 7.271], [-4.902, 3.262, -2.497], [-4.124, 0.302, -6.507], [4.813, -3.299, 4.250], [2.029, -4.042, -5.103], [6.422, -5.319, 0.399], [0.031, -0.834, 0.170], [-2.739, 0.846, -8.084], [1.190, -2.239, -1.094], [-0.295, -0.988, -2.016], [6.192, -1.787, 4.969], [5.108, -3.116, 6.421], [-2.622, -1.170, -7.218], [0.303, -1.293, -0.914], [-6.299, 4.232, -0.886], [5.335, -2.734, 5.149], [0.246, 1.764, 5.575], [-3.196, 0.021, -7.204], [1.395, 1.885, 6.614], [-6.172, 3.905, -2.426], [1.702, -2.555, -0.282], [1.257, -2.448, -2.080], [1.146, 3.774, 6.568], [-7.308, 4.550, -0.626], [6.356, -1.466, 4.026], [2.375, 1.832, 6.140], [6.224, -4.938, -0.457], [-0.125, -1.374, -2.933], [-4.515, 5.093, -0.911], [0.516, 2.365, 3.691], [5.694, -2.632, 7.086], [-6.941, 3.197, -2.735], [0.134, 0.759, 5.167], [-3.067, 1.794, -7.960], [-1.103, -0.408, -1.841], [-6.279, 3.266, -0.382], [-4.881, 2.718, -3.288], [-6.174, 4.791, -3.060], [-0.694, 2.046, 6.049], [-2.860, -1.949, -6.622], [-1.771, -1.136, -7.761], [2.412, -4.890, -4.876], [4.824, -4.069, 6.596], [-1.888, 0.599, -8.568], [5.905, -4.801, 1.017], [1.628, -4.182, -5.961], [1.413, 1.114, 7.384], [6.875, -1.522, 5.664]], "atomic_forces_ev_per_a": [[-0.06, -0.27, 0.18], [0.00, 0.70, 0.72], [-0.14, -0.10, 0.14], [0.26, -0.08, -0.33], [-2.21, 0.64, 2.03], [-2.03, -1.62, -3.23], [-0.05, 0.26, 0.16], [0.15, -0.18, -0.03], [-0.49, 0.98, 1.32], [1.91, 2.78, -2.82], [1.82, -1.58, -0.45], [-3.21, 2.41, -3.31], [3.24, 3.91, -0.42], [0.32, 0.46, 1.90], [2.03, -1.98, -0.62], [0.52, -0.63, 2.72], [-0.94, -0.78, -2.05], [-0.88, -2.35, 1.27], [0.77, 0.41, 0.38], [-1.92, -1.46, 1.72], [-0.33, 0.07, -0.32], [0.22, -0.20, 1.78], [0.22, -0.24, -0.74], [1.24, -1.10, 0.71], [0.04, 0.32, -0.07], [0.02, 0.74, -0.25], [-0.08, -0.20, 0.25], [-0.01, -0.18, -0.50], [-0.02, 0.07, -0.22], [-0.15, 0.13, 0.42], [-0.09, -0.54, -0.18], [0.00, -0.09, 0.06], [-0.35, -0.58, 0.45], [-0.29, 0.16, 0.04], [0.22, 0.01, -0.11], [0.42, -0.10, -0.41], [0.07, 0.02, -0.67], [0.86, -0.20, 0.22], [0.16, 0.00, -0.09], [-0.19, 0.18, 0.10], [-0.02, -0.14, 0.21], [0.04, 0.53, -0.14], [-0.03, -1.21, 0.41], [0.12, -0.22, 0.10], [0.07, 0.35, -0.09], [-0.24, 0.83, -0.15], [-0.15, 0.12, 0.30], [-0.10, -0.01, -0.22], [-0.48, -0.05, -0.01], [-0.29, 0.02, -0.19]], "orbital_gap_ev": 9.681, "charge": 0, "e_homo_ev": -9.7461, "smiles": "NC(N)=O.NC(N)=O.NC(N)=O.OCCO.OCCO.O.O"}

{"formula": "C7H28N8O7", "method": "wB97M-V/def2-TZVPD", "symbols": ["O", "O", "O", "O", "O", "O", "O", "N", "N", "N", "N", "N", "N", "N", "N", "C", "C", "C", "C", "C", "C", "C", "H", "H", "H", "H", "H", "H", "H", "H", "H", "H", "H", "H", "H", "H", "H", "H", "H", "H", "H", "H", "H", "H", "H", "H", "H", "H", "H", "H"], "coordinates": [[9.033, 7.955, 8.658], [10.637, 6.112, 11.526], [8.169, 9.598, 6.325], [5.074, 12.408, 13.145], [7.208, 8.974, 13.274], [9.895, 5.524, 9.089], [6.293, 13.891, 8.734], [5.405, 9.798, 14.417], [8.912, 8.315, 10.901], [6.919, 12.808, 11.905], [5.705, 11.982, 7.672], [7.905, 12.481, 8.032], [7.335, 9.278, 9.476], [4.760, 13.038, 10.952], [6.093, 7.600, 14.769], [8.482, 8.499, 9.640], [8.596, 4.985, 9.049], [8.242, 9.131, 4.984], [10.194, 5.442, 12.737], [6.626, 12.889, 8.165], [6.265, 8.805, 14.087], [5.524, 12.753, 12.041], [6.784, 6.904, 14.518], [8.247, 8.709, 11.613], [9.905, 6.467, 8.866], [8.588, 13.082, 8.448], [7.127, 9.312, 8.499], [8.124, 5.654, 8.320], [6.141, 11.213, 7.124], [5.429, 10.666, 13.948], [9.555, 6.159, 13.246], [9.646, 7.634, 11.064], [7.318, 13.273, 12.699], [3.773, 12.918, 11.022], [7.531, 8.332, 4.735], [4.868, 12.407, 7.392], [4.503, 9.434, 14.759], [7.214, 13.006, 11.000], [7.156, 9.949, 10.186], [10.284, 5.631, 10.747], [8.192, 11.956, 7.232], [7.856, 10.002, 4.525], [8.811, 9.088, 6.899], [8.008, 5.005, 9.977], [11.086, 5.213, 13.343], [8.648, 4.017, 8.614], [9.807, 4.453, 12.619], [9.236, 8.983, 4.580], [5.700, 7.563, 15.747], [5.123, 13.385, 10.067]], "atomic_forces_ev_per_a": [[-0.24, 0.69, -0.23], [-0.45, -1.07, 0.80], [1.44, -1.18, 1.41], [-0.25, 0.51, -1.02], [-1.58, -0.62, 1.14], [1.30, -1.24, 0.99], [-0.43, 1.76, 1.09], [-1.16, -2.42, 1.21], [-1.90, 1.52, -0.13], [-2.07, -0.52, 0.84], [2.32, -1.00, -0.13], [0.65, 0.26, 0.33], [1.98, -1.97, -0.08], [0.48, -0.17, 0.17], [-0.44, 0.16, 0.78], [-0.22, -0.24, 0.32], [-0.46, 2.00, -1.29], [-0.85, 0.74, 0.09], [1.83, 1.16, -0.22], [-0.31, -1.98, -1.10], [1.91, 0.49, -0.66], [0.26, -0.57, 1.03], [-0.20, 0.22, 0.28], [1.41, -1.05, -0.25], [-0.67, 0.31, -0.04], [0.24, 0.21, -0.05], [-0.56, 0.89, -0.15], [-0.89, -0.49, 0.17], [-1.05, 0.84, 0.41], [0.01, 1.17, -0.76], [-0.31, -0.43, 0.36], [0.07, -0.05, 0.50], [0.50, -0.09, -0.08], [-0.31, -0.16, 0.29], [0.48, -0.24, 0.40], [-1.26, 0.18, -0.60], [0.75, 0.87, -0.27], [0.99, 0.92, -1.45], [-0.57, 0.69, -0.03], [0.41, 0.22, -0.15], [0.13, -0.54, -0.21], [-0.38, 0.73, -1.46], [-1.11, 0.42, -0.44], [0.46, -0.02, 0.06], [-0.16, 0.60, 0.05], [-0.03, -1.01, -0.07], [-1.00, -0.40, -0.64], [0.25, -0.38, 0.30], [0.77, 0.24, -1.89], [0.23, 0.05, 0.37]], "orbital_gap_ev": 10.116, "charge": 0, "e_homo_ev": -9.6157, "smiles": "NC(N)=O.NC(N)=O.NC(N)=O.NC(N)=O.CO.CO.CO"}

{"formula": "C7H28O11", "method": "wB97M-V/def2-TZVPD", "symbols": ["O", "O", "O", "O", "O", "O", "O", "O", "O", "O", "O", "C", "C", "C", "C", "C", "C", "C", "H", "H", "H", "H", "H", "H", "H", "H", "H", "H", "H", "H", "H", "H", "H", "H", "H", "H", "H", "H", "H", "H", "H", "H", "H", "H", "H", "H"], "coordinates": [[4.449, 0.263, 4.092], [-6.093, -2.829, 3.486], [-1.747, 4.803, 1.957], [1.316, -2.781, -6.152], [-1.367, 1.622, -4.696], [-1.622, 5.209, -0.226], [2.178, -4.789, -1.617], [-0.205, -1.049, -1.387], [0.007, 5.912, 0.984], [-2.218, -4.774, -1.540], [4.693, -1.643, -2.089], [0.337, 6.319, -0.382], [-4.915, -3.105, 2.780], [-1.144, 5.252, 1.004], [-3.835, -2.228, 3.370], [3.821, 0.553, 2.869], [-0.595, 5.422, -1.180], [2.300, 0.672, 2.987], [2.613, -5.391, -1.013], [1.367, 6.077, -0.642], [-0.190, 4.502, -1.602], [-1.924, -4.016, -1.034], [-1.780, 2.441, -4.968], [-3.090, -2.123, 2.582], [5.226, -1.924, -1.345], [-3.312, -2.544, 4.273], [-4.722, -4.172, 2.889], [5.366, 0.537, 4.015], [4.155, -0.114, 2.074], [-5.176, -2.948, 1.734], [-1.616, -4.814, -2.283], [-1.072, 5.981, -1.985], [1.574, -3.001, -5.257], [-4.284, -1.239, 3.467], [0.375, -2.951, -6.179], [1.893, 1.179, 3.862], [-0.406, -0.475, -2.126], [2.769, -4.038, -1.674], [0.706, -1.310, -1.527], [4.191, 1.560, 2.673], [-0.430, 1.771, -4.825], [1.880, 1.075, 2.065], [1.890, -0.338, 2.978], [-6.746, -2.692, 2.796], [0.068, 7.367, -0.517], [5.315, -1.228, -2.687]], "atomic_forces_ev_per_a": [[-0.05, -0.97, 0.89], [-1.54, 0.14, 0.29], [1.47, 0.91, -1.17], [0.15, 0.13, -0.16], [-0.04, -0.19, 0.17], [-1.13, -1.25, -1.48], [-0.23, 0.02, -0.14], [-0.12, -0.11, 0.18], [1.73, 0.58, 0.09], [-0.25, -0.18, 0.03], [-0.31, -0.09, 0.02], [-0.31, -1.00, 0.21], [0.04, -0.70, 0.66], [-1.56, -0.60, 1.72], [0.49, 0.44, -1.65], [-0.14, 2.08, 0.21], [-0.85, 1.23, -0.39], [0.04, -1.54, -0.53], [0.04, -0.20, 0.15], [0.07, 0.42, 0.56], [0.11, -0.15, 0.48], [0.11, 0.25, 0.14], [-0.19, 0.18, -0.07], [0.45, 0.08, 0.11], [0.14, -0.06, 0.23], [-0.53, -0.20, 0.02], [0.43, -0.15, -0.06], [-0.01, -0.08, 0.11], [-0.29, -0.19, -0.11], [0.93, 0.32, -0.27], [0.18, -0.03, -0.15], [0.18, -0.11, -0.17], [0.11, -0.10, 0.23], [0.17, 0.03, 0.39], [-0.25, -0.04, -0.05], [0.48, 0.20, -0.10], [-0.17, 0.19, -0.21], [0.20, 0.25, -0.07], [0.26, -0.11, 0.02], [-0.07, 0.21, -0.91], [0.26, -0.01, -0.09], [0.17, 0.45, 0.06], [-0.15, -0.17, 0.37], [-0.43, 0.03, 0.50], [0.30, -0.03, 0.17], [0.12, 0.10, -0.22]], "orbital_gap_ev": 9.621, "charge": 0, "e_homo_ev": -9.7849, "smiles": "O=C1OCCO1.CCO.CCO.O.O.O.O.O.O"}

- Which formula does entry 1 have?
  C7H28AgN14O7